(1)
{
  "formula": "C7H15N2O",
  "method": "ωB97M-V with the def2-TZVPD basis set",
  "species": ["C", "C", "C", "C", "C", "C", "C", "N", "N", "O", "H", "H", "H", "H", "H", "H", "H", "H", "H", "H", "H", "H", "H", "H", "H"],
  "positions_angstrom": [[-3.04577, 0.84127, -1.07760], [-2.10988, 0.54625, -0.15826], [0.41719, -2.79443, 0.03640], [2.35934, -1.45249, 0.89802], [0.12636, -0.37519, 0.44619], [-0.79406, 0.14485, -0.49750], [1.13301, -1.44428, -0.00895], [0.00106, 3.76876, -0.33617], [0.16671, 2.53211, -0.08212], [1.05419, 2.19293, 0.68819], [-4.05535, 1.08109, -0.79120], [-2.83582, 0.80624, -2.13702], [-2.37177, 0.55441, 0.89062], [0.11391, -3.03805, 1.05084], [1.08974, -3.57414, -0.30841], [-0.46386, -2.79301, -0.60130], [2.89645, -0.51030, 0.84011], [3.03838, -2.24549, 0.60295], [2.07148, -1.62564, 1.93107], [0.76738, 0.54942, 0.67670], [-0.33015, -0.62607, 1.40679], [-0.51843, 0.16568, -1.54618], [1.44456, -1.23667, -1.03645], [-0.73672, 4.03314, -0.97560], [0.58203, 4.49961, 0.08888]],
  "forces_ev_per_angstrom": [[0.41, -0.24, 0.04], [-0.62, 0.17, 0.06], [0.29, 0.10, -0.28], [-0.15, 0.10, -0.25], [0.37, -0.13, 0.03], [-0.06, -0.23, 0.07], [-0.19, -0.32, 0.17], [0.30, 1.30, 0.17], [0.31, -1.47, 0.17], [-0.17, 1.37, -0.28], [-0.18, 0.04, 0.08], [0.09, 0.03, -0.12], [-0.01, -0.01, 0.12], [-0.07, -0.01, 0.16], [0.02, -0.17, -0.03], [-0.14, -0.07, -0.07], [0.11, 0.13, 0.04], [0.09, -0.11, -0.03], [-0.04, -0.02, 0.18], [-0.37, 0.01, -0.17], [-0.09, 0.08, -0.01], [0.09, 0.05, -0.11], [-0.02, 0.08, -0.01], [0.08, -0.27, 0.09], [-0.06, -0.43, -0.03]],
  "lowdin_charge": [0.138, -0.138, -0.061, -0.059, -0.173, 0.010, -0.407, 0.156, -0.137, -0.016, 0.086, 0.088, 0.126, 0.090, 0.088, 0.081, 0.082, 0.088, 0.091, 0.129, 0.154, 0.147, 0.142, 0.138, 0.156],
  "e_tot_ha": -460.0828,
  "charge": 1,
  "molar_mass_g_mol": 143.21,
  "fmax_ev_per_a": 1.51,
  "homo_energy_ev": [-13.715, -13.715],
  "relative_energy_kcal_mol": 119.3
}

(2)
{
  "formula": "C4H11NO2S",
  "method": "ωB97M-V with the def2-TZVPD basis set",
  "species": ["C", "C", "C", "C", "N", "O", "O", "S", "H", "H", "H", "H", "H", "H", "H", "H", "H", "H", "H"],
  "positions_angstrom": [[-1.20159, 1.66175, -0.42242], [-1.42651, 0.59327, 1.74706], [2.99206, -0.77890, -0.74822], [-1.44296, 0.33794, 0.21514], [-1.67660, -0.83092, -0.26431], [0.44856, -1.33008, -1.63219], [0.89668, -1.45478, 0.86273], [1.14662, -0.63257, -0.31704], [-1.69077, 2.59274, 0.02411], [-1.46914, 1.60709, -1.51252], [-0.17277, 1.88387, -0.45381], [-2.39723, 0.53606, 1.99465], [-0.93594, 1.41164, 1.98276], [-0.81100, -0.24597, 2.04478], [3.23514, -1.72795, -1.24362], [3.33548, 0.11514, -1.36133], [3.46657, -0.56807, 0.11366], [-0.50051, -1.62362, -1.46570], [-1.79611, -1.54666, 0.43627]],
  "forces_ev_per_angstrom": [[-1.85, 0.55, -3.04], [1.62, -5.06, -3.59], [-2.23, 0.42, -3.83], [-0.85, 0.32, 2.49], [-0.34, 2.01, -0.87], [1.03, -0.77, -0.18], [0.53, -0.70, 0.21], [0.48, 0.61, -0.81], [0.26, -1.74, -0.25], [0.02, 0.25, 0.81], [1.46, 0.10, 0.34], [-3.33, -0.08, 1.66], [1.90, 4.19, 1.16], [-0.26, -0.34, 0.98], [-0.02, 0.31, 0.40], [-0.98, -1.16, 0.09], [1.46, -0.10, 3.42], [1.05, 1.12, 0.39], [0.07, 0.08, 0.63]],
  "lowdin_charge": [-0.076, -0.013, -0.182, -0.475, 0.087, -0.342, -0.479, 0.839, 0.114, 0.097, 0.039, 0.052, 0.025, 0.071, 0.059, 0.072, -0.016, 0.057, 0.073],
  "e_tot_ha": -762.3332,
  "charge": 0,
  "molar_mass_g_mol": 137.20,
  "fmax_ev_per_a": 6.41,
  "homo_energy_ev": -8.908,
  "relative_energy_kcal_mol": 72.9
}

(3)
{
  "formula": "C8H12",
  "method": "ωB97M-V with the def2-TZVPD basis set",
  "species": ["C", "C", "C", "C", "C", "C", "C", "C", "H", "H", "H", "H", "H", "H", "H", "H", "H", "H", "H", "H"],
  "positions_angstrom": [[1.32951, 0.94027, -2.33283], [1.16268, 0.33358, -1.14247], [1.11868, -0.24327, 1.82405], [0.71814, -1.53145, 1.31736], [-0.07498, 0.07130, -0.50070], [-0.13673, -0.35267, 0.88094], [-1.34845, 0.10600, -1.27759], [-1.45619, -0.13919, 1.59356], [2.31559, 1.15901, -2.70213], [0.51031, 1.27005, -2.94889], [2.05804, 0.09662, -0.58526], [0.80726, 0.05986, 2.81272], [2.04887, 0.23568, 1.52617], [1.35026, -2.05746, 0.61296], [-1.15225, 0.11030, -2.34508], [-1.94974, 0.97983, -1.02431], [-1.93918, -0.77735, -1.04159], [-2.23656, -0.77601, 1.18244], [-1.77164, 0.89931, 1.50275], [-1.35360, -0.38444, 2.64790]],
  "forces_ev_per_angstrom": [[0.04, 0.03, -0.27], [-0.01, 0.05, 0.33], [0.20, 0.13, -0.04], [-0.04, 0.48, -0.52], [0.43, -0.43, 0.04], [-0.22, -0.25, 0.56], [0.08, 0.10, 0.02], [0.15, -0.01, 0.04], [0.20, 0.00, -0.05], [-0.18, -0.01, -0.07], [0.11, 0.00, 0.09], [-0.19, 0.03, 0.12], [-0.06, -0.04, -0.13], [-0.03, -0.17, -0.05], [-0.07, 0.03, -0.07], [-0.11, 0.06, -0.03], [-0.13, -0.04, -0.03], [-0.05, -0.04, -0.04], [-0.08, 0.09, 0.05], [-0.03, -0.03, 0.04]],
  "lowdin_charge": [0.023, -0.154, -0.108, 0.035, -0.205, -0.452, -0.044, -0.047, 0.047, 0.046, 0.094, 0.098, 0.094, 0.080, 0.069, 0.093, 0.086, 0.078, 0.087, 0.081],
  "e_tot_ha": -311.8626,
  "charge": 0,
  "molar_mass_g_mol": 108.18,
  "fmax_ev_per_a": 0.71,
  "homo_energy_ev": [-7.047, -8.110],
  "relative_energy_kcal_mol": 77.7
}

(4)
{
  "formula": "C4H11N2O",
  "method": "ωB97M-V with the def2-TZVPD basis set",
  "species": ["C", "N", "C", "O", "H", "H", "H", "H", "H", "H", "C", "C", "N", "H", "H", "H", "H", "H"],
  "positions_angstrom": [[1.37720, -0.66667, -1.44397], [1.14630, -1.07523, -0.06414], [-0.10595, -1.94025, 0.04196], [-0.34932, -2.74414, -1.00458], [1.22023, -1.50071, -2.14054], [2.38964, -0.27003, -1.57076], [0.63248, 0.08588, -1.71327], [1.89577, -1.70811, 0.20115], [-0.94366, -1.24418, 0.22202], [0.05543, -2.52354, 0.98996], [-0.97474, 1.13876, 1.65093], [-0.90945, 2.36425, -0.31168], [-1.44745, 1.40051, 0.31437], [-1.83239, 0.92932, 2.30867], [-0.41438, 1.99132, 2.06225], [-0.36704, 0.23388, 1.65939], [-1.26734, 2.56006, -1.32441], [-0.10533, 2.96889, 0.12263]],
  "forces_ev_per_angstrom": [[-0.35, -0.16, -0.11], [0.06, -0.35, 0.28], [-0.32, -0.56, -0.72], [0.23, -0.14, 0.15], [0.08, -0.03, 0.03], [-0.04, 0.16, 0.09], [0.16, 0.19, 0.03], [0.09, 0.04, -0.14], [0.09, 0.21, 0.14], [0.09, 0.30, 0.20], [-0.36, 0.08, 0.10], [-0.10, -0.25, 0.16], [-0.06, 0.05, -0.03], [-0.03, 0.11, -0.03], [0.15, -0.14, 0.08], [0.22, 0.14, -0.07], [0.05, 0.25, -0.03], [0.04, 0.10, -0.14]],
  "lowdin_charge": [-0.210, -0.134, -0.573, -0.386, 0.042, 0.043, 0.053, 0.050, 0.056, 0.063, -0.318, -0.491, -0.117, 0.028, -0.011, 0.033, -0.061, -0.069],
  "spin_multiplicity": 2,
  "e_tot_ha": -343.5476,
  "charge": -2,
  "molar_mass_g_mol": 103.14,
  "fmax_ev_per_a": 0.97,
  "homo_energy_ev": [3.958, 0.196],
  "relative_energy_kcal_mol": 25.6
}